No. 1
The following is a DFT calculation (ωB97M-V/def2-TZVPD) of an isolated ion of composition C3H9NO2 and charge +1.

Each atom is followed by the atoms it is bonded to, with distances in Å.
Atoms and positions in Å:
1 O 1.6138 1.6337 1.7044  C6 1.474, H13 0.946
2 O -1.3726 -1.4186 -1.9222  C4 1.441, H9 0.946
3 N -0.9303 -0.3127 0.1746  C4 1.433, C5 1.418, H14 1.020
4 C -0.6719 -1.4462 -0.6632  O2 1.441, N3 1.433, H7 1.131, H15 1.060
5 C -0.1577 0.8683 0.0323  N3 1.418, C6 1.638, H8 1.160, H12 1.192
6 C 1.3279 0.6177 0.6748  O1 1.474, C5 1.638, H10 1.071, H11 1.123
7 H 0.4271 -1.4435 -0.9321  C4 1.131
8 H -0.4704 1.7643 0.6994  C5 1.160
9 H -1.8585 -0.6275 -2.1045  O2 0.946
10 H 2.1770 0.6562 0.0228  C6 1.071
11 H 1.1504 -0.3378 1.2371  C6 1.123
12 H 0.1116 1.0528 -1.1145  C5 1.192
13 H 2.5258 1.8760 1.6379  O1 0.946
14 H -1.5244 -0.3580 1.0020  N3 1.020
15 H -0.9459 -2.3540 -0.1905  C4 1.060

The calculation puts the orbital gap (spin up / spin down) at 12.106 / 6.755 eV. Its energy above the lowest of the compared OMol25 structures with the same formula, charge and spin is 186.4 kJ/mol. The HOMO energy (spin up / spin down) comes out at -15.3 / -15.3 eV. The net charge is +1. As for the spin multiplicity: 2.

No. 2
The following is a DFT calculation (ωB97M-V/def2-TZVPD) of one molecule with the formula C3H3N3O.

Each atom is followed by the atoms it is bonded to, with distances in Å.
Atoms and positions in Å:
1 O -1.1298 -0.0486 1.2321  N2 1.408, C5 1.372
2 N -0.4108 -1.2520 1.1040  O1 1.408, C6 1.326
3 N 0.0091 1.2922 -0.3930  C5 1.300, C7 1.404
4 N 1.2655 0.0244 -1.9266  C7 1.351, H9 0.983
5 C -0.9024 1.0986 0.5141  O1 1.372, N3 1.300, H8 1.125
6 C 0.5371 -1.0629 0.1958  N2 1.326, C7 1.478, H10 1.125
7 C 0.6281 0.0801 -0.7363  N3 1.404, N4 1.351, C6 1.478
8 H -1.6072 1.9489 0.7265  C5 1.125
9 H 1.8350 -0.7713 -1.8308  N4 0.983
10 H 1.1875 -1.9371 -0.0843  C6 1.125

The calculation puts the orbital gap at 9.321 eV. Its energy above the lowest of the compared OMol25 structures with the same formula, charge and spin is 332.7 kJ/mol. The HOMO energy comes out at -9.7 eV. Its SMILES is [H]/N=c1\cnocn1.

No. 3
The following is a DFT calculation (ωB97M-V/def2-TZVPD) of one molecule with the formula CCl4.

Each atom is followed by the atoms it is bonded to, with distances in Å.
Atoms and positions in Å:
1 Cl -0.6158 -0.3772 1.6077  C5 1.768
2 Cl -1.3155 -0.0960 -1.1761  C5 1.769
3 Cl 0.6694 1.6268 -0.0009  C5 1.765
4 Cl 1.2546 -1.1444 -0.4259  C5 1.738
5 C 0.0073 -0.0091 -0.0048  Cl1 1.768, Cl2 1.769, Cl3 1.765, Cl4 1.738

The calculation puts the orbital gap at 11.700 eV. Its energy above the lowest of the compared OMol25 structures with the same formula, charge and spin is 0.7 kJ/mol. The HOMO energy comes out at -11.4 eV. Its SMILES is ClC(Cl)(Cl)Cl.

no.,total energy (eV)
1,-8831.5788
2,-9674.0057
3,-51126.3047